1.
Below is C54H52N10O4Y as an isolated structure, with properties calculated with ωB97M-V/def2-TZVPD.

Results
- max |F| (eV/A) = 1.47
- net charge = -1
- orbital gap (eV) = 7.463
- electronic energy (eV) = -80983.1377
- lowest unoccupied orbital energy (eV) = 1.85
- ΔE to the lowest compared entry with this formula, charge and spin (kcal per mole) = 26.0

The geometry in XYZ format:
```
121
C54H52N10O4Y (ωB97M-V/def2-TZVPD)
Y -0.0741 -0.5234 -0.6147
O -6.0436 4.2334 -0.0877
C -6.1771 2.9911 -0.0079
O -7.1855 2.2601 0.0886
C -4.8370 2.2150 -0.0570
C -4.7974 0.8387 -0.0816
C -3.5743 0.1813 -0.0946
N -2.4072 0.8362 -0.0491
C -2.4474 2.1742 0.0272
C -3.6334 2.8877 0.0093
C -1.1733 2.8960 0.2972
C -1.0848 4.2844 0.2002
C 0.0364 4.9221 0.6941
C 1.0560 4.1628 1.2510
C 0.9182 2.7853 1.2367
N -0.1655 2.1613 0.7677
C -3.5235 -1.3055 -0.1402
C -4.6576 -2.0628 -0.4056
C -4.5580 -3.4413 -0.4325
C -3.3269 -4.0314 -0.2098
C -2.2445 -3.2037 0.0076
N -2.3372 -1.8741 0.0540
H -5.7465 0.3232 -0.0657
H -3.6802 3.9645 0.0854
H -1.8922 4.8594 -0.2346
H 0.1116 6.0033 0.6533
H 1.9408 4.6207 1.6769
H 1.6990 2.1490 1.6364
H -5.6021 -1.5861 -0.6194
H -5.4331 -4.0458 -0.6446
H -3.1974 -5.1064 -0.2353
H -1.2448 -3.6145 0.1261
N 1.2545 -1.0396 -2.9270
C 1.9673 -2.2995 -3.2154
C 2.7509 -2.6876 -1.9787
C 1.8223 -3.3770 -1.0049
O 1.7828 -4.6093 -0.9808
O 1.0758 -2.5806 -0.3205
H 0.4932 -0.8854 -3.5741
H 1.8970 -0.2660 -3.0095
H 2.6298 -2.2290 -4.0790
H 1.2291 -3.0691 -3.4452
H 3.1573 -1.7784 -1.5253
H 3.5641 -3.3710 -2.2168
C 2.9530 -3.5456 2.4449
C 3.2299 -2.9915 3.8253
C 4.3567 -3.4199 4.5289
C 4.6189 -3.0054 5.8256
C 3.7346 -2.1419 6.4608
C 2.6232 -1.6783 5.7782
C 2.3691 -2.0805 4.4659
N 1.2037 -1.5989 3.8311
C 1.1222 -1.0107 2.5809
N 2.3442 -0.6133 2.1503
C 2.8822 0.0262 0.9959
C 2.1320 0.3130 -0.1456
C 2.8545 1.0114 -1.1259
C 4.1892 1.3818 -1.0179
C 4.8877 1.0392 0.1288
C 4.2423 0.3615 1.1550
C 5.0160 0.0179 2.4097
N -0.0238 -0.8216 1.9973
C -1.1519 -1.3759 2.6865
C -1.2385 -2.7621 2.8405
C -2.3329 -3.3524 3.4433
C -3.3718 -2.5577 3.9137
C -3.2716 -1.1804 3.8047
C -2.1610 -0.5653 3.2205
C -2.0581 0.9390 3.2345
H 3.2728 -4.5864 2.3884
H 3.4884 -2.9979 1.6639
H 1.8965 -3.5003 2.1818
H 5.0286 -4.1239 4.0453
H 5.4988 -3.3686 6.3448
H 3.9122 -1.8264 7.4833
H 1.9313 -0.9910 6.2558
H 0.3505 -1.5938 4.3601
H 3.0514 -0.8285 2.8269
H 2.3481 1.2991 -2.0425
H 4.6852 1.9171 -1.8246
H 5.9364 1.2999 0.2381
H 6.0250 0.4215 2.3432
H 5.1111 -1.0648 2.5557
H 4.5534 0.4361 3.3104
H -0.4348 -3.3752 2.4439
H -2.3816 -4.4324 3.5362
H -4.2453 -3.0077 4.3720
H -4.0686 -0.5506 4.1923
H -2.9963 1.3995 2.9082
H -1.2571 1.2736 2.5866
H -1.8555 1.2915 4.2518
N -4.7590 -4.1465 -5.6982
C -4.0133 -3.5637 -5.0384
C -3.0736 -2.8488 -4.2088
C -2.0186 -3.5298 -3.5926
C -1.1517 -2.8436 -2.7574
C -1.2706 -1.4690 -2.4603
C -2.3230 -0.8246 -3.1395
C -3.2089 -1.4786 -3.9872
H -1.8922 -4.5935 -3.7687
H -0.3551 -3.4235 -2.2940
H -2.4760 0.2450 -2.9947
H -4.0138 -0.9386 -4.4769
N -0.1934 1.6032 -2.3257
C 0.4061 2.4621 -2.8211
N 1.1278 3.4187 -3.3836
C 1.0145 3.6614 -4.8316
C 0.0795 4.8375 -5.0963
C 0.5300 6.0756 -4.3108
C 0.6421 5.7561 -2.8143
C 1.5805 4.5762 -2.6004
H 0.6620 2.7542 -5.3169
H 2.0174 3.8827 -5.2051
H -0.9316 4.5568 -4.7811
H 0.0490 5.0466 -6.1683
H -0.1769 6.8910 -4.4695
H 1.5072 6.4084 -4.6821
H -0.3458 5.5032 -2.4173
H 1.0148 6.6204 -2.2578
H 1.6477 4.2884 -1.5584
H 2.5836 4.8304 -2.9510
```

2.
Below is C54H52N2O6P2SSiY as an isolated structure, with properties calculated with ωB97M-V/def2-TZVPD.

Results
- max |F| (eV/A) = 1.80
- net charge = +1
- orbital gap (eV) = 6.201
- electronic energy (eV) = -110440.5556
- lowest unoccupied orbital energy (eV) = -3.28
- ΔE to the lowest compared entry with this formula, charge and spin (kcal per mole) = 58.1

The geometry in XYZ format:
```
119
C54H52N2O6P2SSiY (ωB97M-V/def2-TZVPD)
Y -0.4228 0.3750 -0.2445
O -4.0133 -1.1127 -2.8461
C -3.3625 -0.5666 -1.8355
O -2.4357 -1.0996 -1.2559
C -3.8798 0.7539 -1.3895
C -5.0556 1.3522 -1.8398
C -5.4547 2.5408 -1.2452
C -4.7145 3.0527 -0.1866
C -3.5576 2.3767 0.1962
N -3.1255 1.2801 -0.4287
C -2.7008 2.6828 1.3775
O -2.8536 3.8193 2.0473
O -1.8850 1.8585 1.7279
H -3.6026 -1.9540 -3.1120
H -5.6402 0.8790 -2.6124
H -6.3377 3.0567 -1.5888
H -5.0635 3.9272 0.3460
H -3.5182 4.4189 1.6824
O 1.0594 -2.6821 1.7174
C 0.4919 -2.9676 2.9321
C 1.0948 -3.6669 3.9722
C 0.3594 -3.9777 5.1038
C -0.9648 -3.5899 5.2189
C -1.5168 -2.7690 4.2535
C -0.7906 -2.4431 3.1179
P -1.2444 -0.9825 2.1065
C -0.6159 0.1054 3.4368
C -1.3199 0.5024 4.5636
C -0.6967 1.2633 5.5365
C 0.6433 1.5906 5.4192
C 1.3688 1.1450 4.3241
C 0.7392 0.4134 3.3327
C -3.0613 -1.1025 2.1005
C -3.5528 -2.2110 1.4089
C -4.9115 -2.4168 1.2769
C -5.8027 -1.5150 1.8393
C -5.3236 -0.3962 2.4992
C -3.9607 -0.1795 2.6154
C 1.7794 -3.6353 1.0219
C 2.1213 -4.8982 1.4864
C 2.9167 -5.7281 0.7163
C 3.3535 -5.3226 -0.5302
C 2.9089 -4.1170 -1.0375
C 2.1224 -3.2628 -0.2784
P 1.2550 -1.8016 -1.0623
C 2.7344 -0.9676 -1.7350
C 3.5692 -1.3698 -2.7701
C 4.6999 -0.6321 -3.0779
C 5.0262 0.4995 -2.3515
C 4.2052 0.9061 -1.3110
C 3.0697 0.1778 -1.0130
C 0.3949 -2.9251 -2.2218
C -0.7236 -3.5276 -1.6475
C -1.5037 -4.4021 -2.3802
C -1.1564 -4.7117 -3.6881
C -0.0353 -4.1305 -4.2537
C 0.7304 -3.2279 -3.5321
H 2.1416 -3.9244 3.9307
H 0.8303 -4.5263 5.9045
H -1.5430 -3.8729 6.0845
H -2.5149 -2.3757 4.3717
H -2.3517 0.2220 4.6915
H -1.2577 1.5861 6.3993
H 1.1237 2.1890 6.1774
H 2.4198 1.3820 4.2392
H 1.3019 0.0711 2.4635
H -2.8507 -2.9153 0.9838
H -5.2767 -3.2765 0.7335
H -6.8648 -1.6934 1.7683
H -6.0140 0.3143 2.9306
H -3.6036 0.7046 3.1147
H 1.7553 -5.2692 2.4275
H 3.1874 -6.7001 1.0958
H 3.9978 -5.9529 -1.1216
H 3.1550 -3.8410 -2.0496
H 3.3569 -2.2513 -3.3532
H 5.3301 -0.9488 -3.8948
H 5.9173 1.0609 -2.5886
H 4.4463 1.7892 -0.7373
H 2.4121 0.4962 -0.1946
H -0.9717 -3.2777 -0.6196
H -2.3860 -4.8432 -1.9373
H -1.7621 -5.3952 -4.2656
H 0.2375 -4.3677 -5.2710
H 1.5626 -2.7404 -4.0127
C 2.9701 4.0215 -2.8588
Si 2.8578 5.1021 -1.3011
C 4.6016 5.1855 -0.5183
C 2.2031 6.8374 -1.7515
C 1.7943 4.4319 0.1349
C 1.9050 5.0100 1.3882
C 1.1947 4.5023 2.4696
C 0.4960 3.3284 2.2927
N 0.4152 2.7054 1.1186
C 0.9452 3.3171 0.0431
S 0.4105 2.6639 -1.4585
H 3.7670 4.3732 -3.5073
H 2.0457 4.0450 -3.4238
H 3.1756 2.9851 -2.6135
H 5.3293 5.5673 -1.2261
H 4.9402 4.2026 -0.2017
H 4.6294 5.8306 0.3541
H 2.8362 7.2975 -2.5047
H 2.1788 7.5012 -0.8912
H 1.1967 6.7844 -2.1583
H 2.5354 5.8754 1.5251
H 1.2032 4.9902 3.4304
H -0.0471 2.8780 3.1078
C 1.0084 0.6343 -4.2187
C -0.2985 0.2632 -3.5055
C -1.0885 -0.7510 -4.3641
O -0.0837 -0.2459 -2.2131
H 0.7781 1.1301 -5.1597
H 1.5841 -0.2655 -4.4176
H 1.6002 1.3034 -3.5994
H -0.8915 1.1964 -3.4217
H -0.4539 -1.1699 -5.1385
H -1.9456 -0.2926 -4.8498
H -1.4166 -1.5697 -3.7289
```

Which of these has the highest orbital gap? C54H52N10O4Y